110
Properties=species:S:1:pos:R:3:forces:R:3:lowdin_charge:R:1 method="wB97M-V/def2-TZVPD" total_charge=-1
C -0.124 -1.365 0.980 -1.1022 -1.2410 1.0569 -0.094
C 1.350 -1.394 1.354 1.0400 -1.3336 -1.4246 -0.461
O 2.028 -2.619 1.153 -1.9503 1.3336 0.4090 -0.324
H -0.429 -1.754 0.009 0.6928 0.2992 -0.4939 0.065
H -0.654 -0.434 1.178 0.1850 0.4365 -0.0439 0.042
H -0.614 -2.101 1.618 -0.1911 -0.1029 0.3741 0.036
H 1.506 -1.021 2.366 -0.4006 0.2502 0.7884 0.069
H 1.757 -0.604 0.724 0.7903 0.6566 -0.3796 0.059
C -1.014 -0.005 4.746 0.3538 -0.4503 0.6470 -0.066
C -0.598 1.449 4.625 0.0909 -0.1958 -0.7045 -0.333
O 0.347 1.842 5.596 0.3149 -0.4107 0.7147 -0.074
H -0.249 -0.779 4.683 0.6843 0.4782 -0.4127 0.057
H -1.702 -0.273 3.944 -0.3523 0.1909 0.2369 0.051
H -1.399 -0.215 5.744 -0.7047 0.2369 -0.0644 0.078
H -1.480 2.085 4.704 -0.2456 0.0216 -0.0515 0.108
H -0.163 1.599 3.637 -0.0158 0.0653 -0.2433 0.094
H 0.492 2.790 5.544 -0.0551 -0.0209 -0.1305 0.080
C 1.163 -2.547 -2.581 1.1979 -0.0479 -1.8949 -0.067
C 1.156 -2.379 -4.127 -1.4115 -0.1486 0.7973 -0.314
O 2.373 -1.865 -4.694 -0.4437 -0.1681 0.7033 -0.080
H 2.066 -3.156 -2.535 0.1912 0.2713 1.3176 0.081
H 0.348 -3.157 -2.190 -0.1171 0.1068 -0.2537 0.073
H 1.215 -1.585 -2.072 0.2829 -0.2308 0.1656 0.047
H 0.308 -1.751 -4.399 -0.0773 0.3267 -0.3563 0.075
H 0.930 -3.378 -4.501 0.1847 -0.1258 -0.3901 0.102
H 2.197 -1.766 -5.632 0.1055 0.0170 -0.0341 0.067
C 1.053 1.286 -1.579 0.1592 0.0088 -0.4136 -0.086
C 1.244 2.776 -1.759 1.4897 -0.8913 -0.3924 -0.315
O 2.024 3.314 -0.722 -0.3820 1.1404 1.3685 -0.085
H 0.621 1.039 -0.609 -0.5540 -0.0094 -0.2239 0.067
H 1.985 0.722 -1.593 0.3745 0.2727 -0.0667 0.071
H 0.512 0.939 -2.460 -0.3725 -0.3181 0.3545 0.063
H 0.294 3.299 -1.874 0.1391 0.1972 0.3846 0.106
H 1.867 2.951 -2.636 -0.5540 -0.0864 -0.7724 0.108
H 2.853 2.839 -0.624 -0.1169 -0.2471 -0.2155 0.076
C -4.167 -1.466 2.616 0.5532 -0.0794 0.1897 -0.075
C -3.223 -2.723 2.530 -1.5990 2.4999 -1.3971 -0.318
O -3.910 -3.853 2.957 0.2379 -1.2544 1.2367 -0.074
H -4.534 -1.363 3.637 0.0619 -0.0221 0.1274 0.069
H -5.046 -1.429 1.972 -0.0175 -0.6636 -0.2426 0.063
H -3.648 -0.541 2.363 0.3440 -0.0175 0.0689 0.040
H -2.345 -2.456 3.117 -0.0500 -0.8493 0.2616 0.098
H -2.926 -2.859 1.490 0.3798 0.0738 -0.0372 0.109
H -4.727 -3.987 2.470 0.1393 0.2730 -0.2139 0.093
C 4.548 1.478 2.371 0.2772 0.3171 -0.7039 -0.085
C 4.976 0.205 1.575 0.2781 0.7247 1.4190 -0.361
C 6.481 0.142 1.165 -0.3059 -1.6673 0.1850 -0.183
O 6.732 -1.152 0.604 0.4809 -0.1633 -0.5399 -0.204
C 7.920 -1.232 -0.190 -0.8360 0.1833 0.5799 -0.113
N 4.579 -0.948 2.471 0.5427 0.7964 -1.4248 0.073
H 3.459 1.504 2.328 -0.1423 -0.3330 0.5908 0.063
H 4.773 2.462 1.958 0.6384 0.0633 -0.4097 0.058
H 4.933 1.473 3.391 -0.1871 -0.0902 0.0825 0.066
H 4.356 0.279 0.682 0.1294 -0.9332 -0.1402 0.112
H 7.151 0.172 2.024 -0.0826 0.5866 0.5340 0.115
H 6.821 0.893 0.452 -0.4545 0.4631 -0.0628 0.111
H 8.137 -2.270 -0.445 -0.4899 -0.0363 -0.0061 0.084
H 8.809 -0.887 0.339 0.1175 0.3788 0.2281 0.072
H 7.774 -0.648 -1.098 0.2138 0.0752 -0.2289 0.079
H 3.589 -0.820 2.623 -0.3788 -0.4862 -0.2359 0.028
H 4.980 -0.773 3.381 0.3994 0.0829 0.2038 0.055
C -4.402 1.774 -5.351 0.4106 0.2234 1.9235 -0.068
C -3.108 1.069 -5.776 -0.4465 1.0159 1.2602 -0.448
C -2.302 0.239 -4.711 -0.1815 1.2650 -0.7829 -0.183
O -2.247 1.021 -3.550 0.3249 0.3103 1.1957 -0.192
C -1.979 0.266 -2.378 -0.6600 -1.1203 0.2129 -0.111
N -3.521 0.275 -6.866 0.4247 -1.2111 -1.8371 0.016
H -4.185 2.512 -4.579 0.0971 -0.0921 0.3113 0.058
H -5.096 1.057 -4.912 -0.1847 0.0061 -0.1993 0.083
H -4.898 2.386 -6.105 0.1885 -0.5086 -0.5681 0.073
H -2.462 1.892 -6.083 0.5781 0.0690 0.0035 0.128
H -1.276 0.173 -5.073 0.2289 -0.2992 -0.3959 0.113
H -2.627 -0.786 -4.536 -0.6471 0.0349 0.0113 0.128
H -1.690 0.831 -1.492 -0.1783 0.5760 -0.5027 0.056
H -1.224 -0.514 -2.464 0.4716 0.1567 -0.5557 0.073
H -2.874 -0.310 -2.142 -0.3619 0.0414 0.2689 0.094
H -3.853 0.919 -7.570 -0.4927 -0.0194 -0.2024 0.072
H -2.706 -0.110 -7.323 0.2736 -0.5608 -0.0798 0.074
C -4.780 4.210 -1.080 -0.9574 0.3202 1.8282 -0.073
C -3.548 4.932 -0.553 1.5108 -2.3236 -0.9587 -0.419
C -2.491 3.820 -0.116 -0.8833 0.7344 1.9851 -0.151
O -3.003 3.128 1.067 0.8643 -0.6573 -0.1124 -0.205
C -2.130 2.016 1.441 -0.6700 0.5607 -0.3936 -0.093
N -2.982 5.736 -1.606 0.7347 0.7623 -0.0468 0.015
H -4.690 3.417 -1.822 0.6722 0.1522 0.0042 0.077
H -5.498 4.945 -1.441 -0.1317 0.0188 -0.0981 0.069
H -5.186 3.784 -0.163 -0.6105 -0.4631 -0.2087 0.072
H -3.751 5.637 0.254 -0.2507 -0.5116 0.3314 0.138
H -1.559 4.247 0.255 0.2284 0.4211 -0.6206 0.119
H -2.282 3.088 -0.896 -0.1639 0.0951 -0.3770 0.103
H -2.241 1.238 0.686 0.1427 -0.1700 0.0560 0.065
H -2.363 1.611 2.426 -0.8119 0.1950 -0.1234 0.061
H -1.074 2.255 1.570 0.1770 0.5970 -0.5771 0.078
H -3.759 6.310 -1.902 0.2095 0.3014 -0.5431 0.061
H -2.699 5.155 -2.381 -0.0637 -0.0468 -0.2364 0.068
O 0.652 -3.977 3.321 -0.7569 -0.4747 0.5575 -0.056
H 1.127 -3.626 4.074 0.0354 0.1450 0.2925 0.000
H 1.083 -3.584 2.562 1.1329 0.6552 -1.2935 -0.006
O 1.771 -2.457 5.405 0.0995 -0.0831 0.2028 -0.032
H 2.094 -1.602 5.120 0.1287 0.2364 -0.2729 0.043
H 1.520 -2.327 6.320 -0.1096 -0.0396 0.2313 0.050
O -1.270 -5.268 1.992 -1.0698 -0.6638 0.1275 -0.057
H -0.653 -4.664 2.406 0.6337 0.2929 0.9198 -0.014
H -2.095 -5.121 2.455 -0.3846 0.0021 0.0463 0.027
O 0.297 -4.861 0.020 0.1715 -0.2689 -1.1040 -0.082
H -0.313 -5.131 0.707 -0.3589 -0.2526 -0.1942 -0.054
H 0.755 -4.105 0.387 0.8975 0.7579 0.1588 -0.024
O 3.858 -2.106 -0.747 0.9784 0.3505 -0.8987 -0.067
H 3.068 -1.951 -0.228 -0.8398 -0.8124 1.1737 -0.040
H 3.837 -1.428 -1.422 0.1202 0.0788 -0.3399 0.008

=====

123
Properties=species:S:1:pos:R:3:forces:R:3:lowdin_charge:R:1 method="wB97M-V/def2-TZVPD" total_charge=0
C 1.687 -3.151 1.766 -2.0784 1.0523 0.4204 -0.081
C 1.763 -2.956 0.256 1.9700 2.2409 1.2262 -0.348
O 2.315 -4.104 -0.279 0.4372 -1.4448 -1.2365 -0.074
H 1.299 -2.191 2.240 -0.2906 -1.3520 -0.3979 0.074
H 2.574 -3.316 2.355 0.9199 -0.2687 -0.6794 0.071
H 1.053 -4.050 1.882 -0.0071 0.6452 0.6752 0.060
H 2.518 -2.092 0.163 -1.1328 -1.0743 -0.6164 0.118
H 0.842 -2.731 -0.302 0.0429 0.3599 0.6642 0.095
H 1.555 -4.668 -0.475 0.3836 -0.0992 -0.1902 0.092
C -3.524 -1.533 -4.137 0.9709 0.7178 -1.4821 -0.052
C -2.869 -0.149 -3.716 -2.7848 -2.2336 0.6673 -0.304
O -1.950 -0.492 -2.773 2.9418 0.4174 0.8664 -0.125
H -4.060 -1.996 -3.324 0.0785 0.2005 0.4919 0.019
H -2.751 -2.274 -4.511 -0.6871 1.0120 0.5100 0.093
H -4.245 -1.377 -4.932 -0.2519 -0.0488 -0.3559 0.053
H -3.608 0.458 -3.207 -0.6991 0.3372 -0.2878 0.098
H -2.486 0.464 -4.515 0.5951 -0.1775 -0.4301 0.109
H -2.322 -0.751 -1.918 -0.3540 -0.0109 -0.1524 0.047
C 2.538 0.860 2.803 -0.0960 -0.0674 -0.9863 -0.076
C 1.933 0.916 4.169 0.9129 -1.1261 0.0799 -0.299
O 0.626 1.382 4.065 -0.4782 -1.8031 0.7532 -0.081
H 3.390 0.273 2.509 0.8750 -0.3927 1.0131 0.067
H 2.753 1.852 2.470 0.0684 0.7571 -0.4026 0.067
H 1.814 0.433 2.134 -0.7200 0.1415 -0.3749 0.043
H 2.554 1.486 4.855 -0.0625 0.2585 0.2568 0.118
H 1.851 -0.089 4.561 0.0277 -0.3718 0.3481 0.100
H 0.631 2.291 3.901 -0.3409 2.6902 -0.4332 0.031
C 4.626 -0.129 -0.310 -1.9422 2.5047 -1.4008 -0.064
C 4.418 -0.579 -1.738 0.7896 -0.7287 1.4371 -0.283
O 4.797 -1.942 -1.846 2.7106 1.3452 -1.5669 -0.051
H 3.903 -0.495 0.401 -0.1340 -0.2480 0.1147 0.051
H 4.478 0.954 -0.433 -0.7287 0.1591 0.4659 0.065
H 5.574 -0.049 0.077 2.5554 -1.0775 0.6626 0.052
H 5.058 -0.055 -2.419 0.2229 0.6043 -0.3276 0.115
H 3.376 -0.412 -1.989 -0.1852 -0.0313 -0.2734 0.086
H 4.059 -2.428 -1.676 -3.1277 -2.4593 1.0248 -0.010
C -1.108 -1.379 4.203 0.3115 -0.8681 0.5505 -0.058
C -0.973 -1.423 5.782 -2.8611 1.2973 -2.3627 -0.218
O -1.446 -0.195 6.381 -1.6158 -0.9589 -4.5277 -0.041
H -2.036 -1.034 3.721 0.1713 -0.2141 0.9419 0.042
H -0.932 -2.397 3.804 -0.2182 0.3728 0.4978 0.055
H -0.319 -0.810 3.755 0.4681 0.7044 -0.0264 0.035
H 0.031 -1.569 5.981 2.0116 -0.4763 0.6497 0.083
H -1.604 -2.236 6.113 0.0595 -0.3968 0.4083 0.100
H -1.071 -0.114 7.187 1.8743 0.4854 4.0410 0.017
C -0.271 -0.115 0.291 -1.9593 -2.3858 -0.2663 -0.067
C 0.631 0.342 -0.822 1.1176 -0.9272 -2.1386 -0.270
O 1.673 1.190 -0.344 0.0390 -0.8147 1.5669 -0.116
H 0.187 -0.708 1.115 0.3667 0.6320 -0.6368 0.048
H -1.088 -0.897 -0.091 1.6545 1.7789 0.3356 0.105
H -0.829 0.669 0.749 -0.4083 0.8652 0.3736 0.046
H 0.230 0.927 -1.684 -0.7088 -0.7062 0.9264 0.089
H 1.013 -0.638 -1.292 -0.0320 1.3090 0.5314 0.103
H 2.449 1.296 -0.893 -0.0398 0.0217 -0.7756 0.041
C 5.753 3.707 -1.486 -1.5537 1.5456 0.8968 -0.065
C 4.255 4.005 -1.259 0.0748 0.0038 -2.6408 -0.329
O 3.510 2.982 -1.861 -0.7421 -1.3554 0.5171 -0.130
H 6.042 3.712 -2.533 -0.1960 -0.3841 -0.0118 0.072
H 6.068 2.849 -0.916 0.2498 -0.3667 -0.0581 0.056
H 6.139 4.611 -1.044 1.1421 0.2131 0.2452 0.060
H 3.921 4.867 -1.834 0.7316 0.8012 -0.1569 0.108
H 3.953 4.304 -0.278 0.1240 -0.6301 1.2829 0.099
H 2.556 3.212 -1.774 0.0278 -0.0123 -0.0759 0.034
C -3.974 0.486 0.927 1.3249 -2.1924 -7.5713 -0.588
O -3.649 0.243 -0.372 -1.3573 1.5608 5.9536 -0.070
N -4.653 1.586 1.178 -3.9221 2.3898 -1.0321 0.107
N -3.625 -0.338 1.906 0.8202 -2.1682 1.1642 0.152
H -5.098 2.042 0.258 1.3538 -1.2745 3.0526 0.216
H -5.071 1.785 2.122 0.3301 -0.3497 -1.6155 0.157
H -3.135 -1.221 1.617 -0.4186 1.3060 0.2065 0.103
H -4.079 -0.375 2.830 0.1563 0.1927 -0.9536 0.139
C -1.947 2.752 3.061 4.4674 7.6079 0.2591 -0.637
O -1.033 3.710 3.433 -2.5283 -4.1365 -0.7158 -0.144
N -2.692 3.107 2.050 -0.0468 2.5461 -1.8062 0.180
N -2.131 1.624 3.622 -0.8194 -3.8140 1.2626 0.205
H -2.475 4.042 1.623 -0.4021 -1.7216 0.6545 0.149
H -3.409 2.512 1.700 0.0872 0.4085 -0.5084 -0.001
H -1.394 1.358 4.258 -0.0827 -0.4530 0.2125 0.082
H -2.648 0.889 3.082 1.2255 1.0706 0.9813 0.077
C 0.740 4.214 0.172 1.3691 -0.5429 -5.7349 -0.659
O 1.057 4.021 -1.095 -0.6542 0.9557 4.1831 -0.069
N 0.118 5.296 0.552 -1.9996 5.6430 -3.3380 0.159
N 1.009 3.398 1.147 2.7010 -3.2853 -0.1680 0.201
H 0.022 6.116 -0.188 0.2367 -2.8019 2.1434 0.182
H -0.093 5.558 1.476 0.0201 -0.1868 1.2082 0.079
H 1.467 2.531 0.808 -0.6448 0.4993 0.2080 0.083
H 0.381 3.276 1.882 -1.2324 0.2930 1.6664 0.041
C 1.248 0.949 -4.275 -1.7664 7.2985 5.1432 -0.677
O 0.969 2.066 -3.511 1.4646 -4.8799 -3.9970 -0.082
N 2.302 0.769 -4.963 6.2708 0.9654 -3.4025 0.168
N 0.530 -0.081 -4.244 -7.0062 -4.5804 1.4720 0.157
H 2.891 1.591 -4.984 0.2969 -0.2873 -0.1026 0.127
H 2.641 -0.063 -5.500 -1.0969 1.2907 0.9375 0.146
H -0.407 -0.016 -3.735 1.7015 -0.5484 -0.4508 0.122
H 0.715 -0.976 -4.712 -0.3994 1.1175 -0.0211 0.126
C 1.532 -3.078 -3.268 -9.0106 -1.0342 3.3766 -0.687
O 0.250 -2.911 -2.746 5.9084 -0.8813 -2.5188 -0.120
N 1.998 -4.236 -3.618 -0.0377 -6.1755 0.0644 0.144
N 2.275 -2.115 -3.558 2.9820 7.6045 -0.7222 0.154
H 1.333 -5.055 -3.434 1.6546 1.7796 -0.2058 0.156
H 3.008 -4.444 -3.549 -1.0849 0.2314 -0.1764 0.129
H 1.826 -1.149 -3.473 1.1080 -1.8975 0.5374 0.095
H 3.272 -2.130 -3.803 -0.8448 -0.4447 0.1977 0.137
C -4.376 -2.813 -0.474 7.4317 2.2094 -1.2712 -0.639
O -3.096 -2.375 -0.647 -5.8511 -2.6136 0.5033 -0.078
N -5.192 -3.331 -1.337 -1.8733 -2.0813 -4.6860 0.146
N -4.954 -2.832 0.658 -3.8379 0.1258 4.4841 0.159
H -4.689 -3.586 -2.196 -1.2203 -0.0210 0.2638 0.123
H -6.147 -3.748 -1.060 2.7161 0.8698 -1.0327 0.163
H -4.480 -2.562 1.457 0.7475 0.5316 1.4445 0.041
H -5.978 -3.010 0.719 1.6129 0.2899 0.1716 0.146
C -1.653 -3.850 1.846 2.9989 -2.1925 -0.4242 -0.191
O -2.761 -3.251 2.415 -0.6206 0.7492 0.0664 -0.141
H -0.988 -3.172 1.287 -0.8973 0.3153 0.2600 0.064
H -1.851 -4.695 1.130 -0.3656 0.8116 0.5573 0.104
H -0.938 -4.300 2.623 -1.1631 0.5459 -0.6417 0.088
H -3.338 -3.937 2.737 -0.2118 -0.3563 0.2147 0.096
C -1.780 3.022 -1.956 0.4201 -1.7023 0.1170 -0.159
O -3.149 2.940 -1.732 -2.0724 0.7323 0.1028 -0.132
H -1.272 2.761 -1.051 0.7313 -0.3845 0.5116 0.058
H -1.466 4.000 -2.173 0.0683 1.4089 -0.5188 0.065
H -1.479 2.345 -2.758 0.2708 0.1232 0.0417 0.065
H -3.386 2.145 -1.244 0.5016 -0.4282 -0.1796 0.012

=====

What total energy values result from the calculations? In sequence: -2023.6173 -2668.1037 a.u..
What max |F| values result from the calculations? In sequence: 0.0638 0.1882 Eh/bohr.